one.
DFT (ωB97M-V/def2-TZVPD) results for the molecule C2H5NO3S.

Geometry (Å):
C -0.02 0.16 0.76
C 0.42 0.96 -0.41
N -1.60 -0.47 -1.52
O -0.98 1.58 -2.73
O -1.14 0.41 1.33
O -1.13 -1.59 -0.88
S -0.39 0.40 -2.16
H -0.14 -0.94 0.33
H 0.84 -0.06 1.44
H 0.04 1.97 -0.41
H 1.48 0.91 -0.62
H -1.92 -1.98 -0.45

Calculated values
- 2S+1 = 1
- E_HOMO (alpha / beta) (eV) = -8.92 / -9.75
- HOMO-LUMO gap (alpha / beta) (eV) = 7.356 / 8.479
- M (Da) = 123.13

two.
DFT (ωB97M-V/def2-TZVPD) results for the molecule C2H5NO3S.

Geometry (Å):
C 0.02 -0.10 0.19
C -0.60 1.17 -0.26
N -0.77 -1.46 0.52
O 2.48 0.07 -0.87
O 2.07 0.41 1.53
O -2.08 -1.39 0.72
S 1.74 -0.56 0.51
H -1.36 1.51 0.55
H -1.23 1.05 -1.23
H 0.19 1.80 -0.47
H 2.08 -0.22 -1.69
H -2.54 -2.28 0.49

Calculated values
- 2S+1 = 1
- E_HOMO (alpha / beta) (eV) = -9.20 / -8.97
- HOMO-LUMO gap (alpha / beta) (eV) = 8.871 / 8.931
- M (Da) = 123.13

Energies in hartree, measured from the most stable structure: one 0.0475; two 0.0000.

one.
DFT (ωB97M-V/def2-TZVPD) results for a structure of composition C2H5NO3S.

Geometry (Å):
C 0.02 -2.04 -0.11
C -0.43 1.23 0.15
N 1.24 -2.18 -0.04
O -2.63 0.13 -0.76
O -0.64 -1.14 -0.92
O -1.60 -0.86 1.29
S -1.48 -0.17 0.01
H -0.59 -2.64 0.55
H -0.84 2.27 0.60
H 0.48 1.12 0.64
H -0.22 1.45 -0.88
H 1.69 -1.63 -0.65

Calculated values
- 2S+1 = 1
- E_HOMO (eV) = -11.25
- HOMO-LUMO gap (eV) = 11.758
- M (Da) = 123.13

two.
DFT (ωB97M-V/def2-TZVPD) results for the molecule C2H5NO3S.

Geometry (Å):
C 0.66 0.78 -0.72
C 1.35 -0.57 -0.80
N -2.18 1.34 2.27
O -0.13 0.69 0.40
O 0.32 1.80 2.69
O 0.85 1.81 -1.32
S -0.64 1.90 1.63
H 2.37 -0.42 -0.61
H 0.90 -1.20 -0.15
H 1.42 -0.90 -1.82
H -2.25 0.31 2.24
H -2.96 1.77 1.84

Calculated values
- 2S+1 = 1
- E_HOMO (eV) = -10.15
- HOMO-LUMO gap (eV) = 10.695
- M (Da) = 123.13

Energies in hartree, measured from the most stable structure: one 0.0214; two 0.0000.

one.
DFT (ωB97M-V/def2-TZVPD) results for a cluster of 3 separate species, CH7N3O in total.

Geometry (Å):
N 0.83 1.92 -1.05
C 1.41 1.12 -0.12
N 0.81 -0.12 0.24
N 2.44 1.43 0.68
H -0.01 1.53 -1.42
H -3.03 -1.99 1.01
H -1.60 -1.77 -1.46
H -0.01 -0.61 -0.08
H 2.73 2.49 0.52
H 1.40 -0.62 0.92
H -3.66 -1.96 1.39
O -1.31 -1.43 -0.64

Calculated values
- 2S+1 = 1
- E_HOMO (eV) = -8.93
- HOMO-LUMO gap (eV) = 3.674
- M (Da) = 77.09

two.
DFT (ωB97M-V/def2-TZVPD) results for a cluster of 2 separate species, CH7N3O in total.

Geometry (Å):
C -2.27 0.05 0.35
N -0.09 0.88 0.25
N 1.03 0.86 0.76
N 2.16 -0.54 -0.86
O -0.92 -0.21 0.62
H 1.28 -0.30 -1.39
H 1.25 0.06 1.37
H 2.79 0.26 -0.81
H 2.66 -1.36 -1.16
H -2.42 0.32 -0.70
H -2.65 0.86 0.98
H -2.81 -0.87 0.58

Calculated values
- SMILES = [H]/N=N\OC.N
- 2S+1 = 1
- E_HOMO (eV) = -9.53
- HOMO-LUMO gap (eV) = 10.703
- M (Da) = 77.09

Energies in hartree, measured from the most stable structure: one 0.1919; two 0.0000.